(1)
DFT (ωB97M-V/def2-TZVPD) results for a single C7H7NO2 molecule at a distorted geometry.

* spin multiplicity: 1
* E: -476.03011 Eh
* HOMO-LUMO gap (alpha / beta): 0.2366 / 0.2485 Ha

```
17
Properties=species:S:1:pos:R:3:forces:R:3:nbo_charge:R:1
C 2.02036 -1.33677 0.14849 0.4 1.4 0.9 -0.260
C 0.71930 -1.61342 -0.06126 -2.1 0.0 -0.1 -0.255
C 2.14796 0.09059 0.22861 2.6 -0.8 0.3 -0.081
C -0.02407 -0.39890 -0.09486 2.9 -1.3 -0.6 0.072
C -1.35350 -0.29715 -0.05846 -1.6 0.7 -0.6 0.204
C 0.66009 1.89943 -0.42683 1.5 -1.7 1.3 -0.169
C -2.22246 0.81503 0.21381 1.9 2.0 1.4 0.290
N 0.91702 0.62290 -0.07508 1.6 -0.1 1.0 -0.305
O -1.96519 -1.44856 -0.29532 -0.3 -0.9 -0.1 -0.635
O -3.41335 0.65052 0.33044 -1.3 -0.3 -0.4 -0.562
H 2.55413 -2.23908 0.40175 1.4 0.7 0.0 0.239
H 0.34900 -2.62334 -0.02256 -0.5 0.2 -0.1 0.233
H 3.12797 0.69643 0.44977 -2.5 -1.0 -0.8 0.229
H -0.20727 1.95597 -0.91178 -3.1 1.2 -1.9 0.180
H 1.32363 2.60933 -0.08304 1.0 1.6 0.2 0.192
H -1.74422 1.83728 0.49856 -0.6 -1.5 -0.5 0.131
H -2.88939 -1.22025 -0.24223 -1.3 -0.1 0.1 0.498
```
Positions in Å, forces in eV/Å.


(2)
DFT (ωB97M-V/def2-TZVPD) results for 6 unconnected molecules or ions with the total composition C16H48N4O6 at a distorted geometry.

* spin multiplicity: 1
* E: -1308.67556 Eh
* HOMO-LUMO gap: 0.3518 Ha
* SMILES: COC[C@H](C)N.COC[C@H](C)N.COC[C@H](C)N.COC[C@H](C)N.O.O

```
74
Properties=species:S:1:pos:R:3:forces:R:3:lowdin_charge:R:1
C 5.47214 3.17422 4.40639 0.5 1.8 0.7 -0.078
O 4.60754 3.83341 5.36472 0.1 -0.2 -0.5 -0.210
C 4.59071 3.44798 6.72818 0.8 -0.1 0.4 -0.212
C 3.74948 4.41978 7.59909 1.1 0.4 -1.9 -0.454
C 3.84789 4.02888 9.03993 -0.8 -1.8 0.2 -0.068
N 2.48348 4.58940 6.93113 -1.4 -0.1 0.0 0.035
H 5.28560 2.14347 4.10498 -0.5 0.0 0.4 0.084
H 6.51125 3.30519 4.70837 0.2 -0.5 0.5 0.080
H 5.46694 3.85179 3.55259 -0.6 -0.3 -0.3 0.083
H 4.20921 2.42835 6.78195 -0.4 -0.2 0.3 0.123
H 5.57725 3.40779 7.18992 0.6 0.0 -0.3 0.118
H 4.16818 5.42533 7.55836 0.5 0.0 -0.4 0.135
H 4.82264 4.26244 9.46819 -0.3 0.5 0.1 0.084
H 3.80702 2.94000 9.06794 0.0 -0.4 0.2 0.070
H 2.98384 4.30360 9.64496 0.3 0.6 0.0 0.083
H 2.71280 4.69677 5.95339 0.3 0.9 -0.3 0.058
H 1.98714 3.71988 6.79812 -0.3 -0.6 0.9 0.068
C -9.63888 -5.36349 -1.70488 -0.3 1.3 -0.7 -0.097
O -9.30174 -3.96926 -1.64111 0.7 0.5 0.5 -0.209
C -7.89427 -3.72215 -1.39181 0.0 -1.3 -0.7 -0.214
C -7.41937 -2.31668 -1.76492 -1.6 -0.3 -0.1 -0.452
C -5.97969 -2.07359 -1.30762 -1.1 0.0 0.1 -0.055
N -8.34439 -1.34803 -1.19679 0.2 0.4 0.6 0.034
H -9.58992 -5.69240 -2.74291 0.8 -0.3 -0.1 0.081
H -10.71668 -5.42471 -1.55420 0.1 -0.1 0.8 0.083
H -9.01880 -5.93547 -1.01462 -0.3 -0.3 -0.1 0.088
H -7.59844 -3.94848 -0.36742 -0.4 0.1 0.5 0.123
H -7.38365 -4.47437 -1.99310 0.5 0.0 -0.2 0.114
H -7.60320 -2.24766 -2.83709 0.8 0.1 -0.3 0.137
H -5.61440 -1.10069 -1.63644 0.3 -0.4 -0.8 0.078
H -5.44501 -2.98073 -1.58924 0.7 0.5 0.0 0.078
H -5.93593 -1.91815 -0.22965 -0.2 -0.6 0.3 0.075
H -8.44029 -1.63681 -0.23372 -0.1 0.4 0.6 0.068
H -9.27366 -1.49106 -1.56574 -0.1 -0.1 -0.3 0.065
C 1.72562 -4.50356 -7.08969 0.2 0.5 0.4 -0.099
O 2.90314 -4.13207 -6.37838 0.3 -0.2 -0.1 -0.211
C 2.87525 -4.46598 -4.99035 1.3 0.4 0.1 -0.185
C 3.90330 -3.60583 -4.20162 -1.1 1.5 -1.2 -0.453
C 3.71599 -3.69910 -2.75494 -0.1 -0.3 1.6 -0.104
N 3.67061 -2.20127 -4.55704 0.5 0.4 -1.0 0.034
H 0.93616 -3.81471 -6.78908 -0.5 -0.4 0.3 0.085
H 1.48947 -5.55388 -6.91894 -0.3 0.0 0.0 0.087
H 1.81354 -4.32019 -8.16057 0.7 -0.1 0.1 0.085
H 1.90341 -4.21033 -4.56810 -0.3 -0.3 0.1 0.123
H 3.16782 -5.50313 -4.82666 -0.5 -0.4 -0.2 0.124
H 4.96153 -3.83812 -4.32120 -0.1 -0.2 -1.0 0.139
H 2.73119 -3.34621 -2.44879 -0.3 -0.6 0.1 0.083
H 4.38005 -3.00313 -2.24233 0.3 -0.1 -0.1 0.086
H 3.97579 -4.71258 -2.44919 -0.4 0.0 0.5 0.087
H 2.85007 -1.77938 -4.14617 -0.1 -0.3 0.8 0.067
H 3.40991 -2.19263 -5.53278 0.4 0.2 -0.5 0.054
C -0.00757 1.08609 1.51996 -0.4 0.0 0.5 -0.110
O -0.70468 1.90870 0.62834 0.2 -1.5 1.7 -0.240
C -0.06689 3.08258 0.21053 -1.4 -0.4 -0.2 -0.204
C 0.91399 2.72088 -0.88960 0.2 -0.4 -0.4 -0.450
C 1.37213 3.91459 -1.70707 -1.2 -0.3 -0.3 -0.065
N 0.30520 1.77218 -1.82209 0.3 0.6 -1.0 0.039
H 0.56552 1.66035 2.24789 0.2 0.2 0.0 0.086
H 0.66279 0.40017 1.00204 0.0 -0.3 0.1 0.087
H -0.80906 0.60555 2.08103 0.4 -0.7 0.0 0.090
H -1.07876 3.39897 -0.04268 0.7 2.2 -1.7 0.138
H 0.27140 3.72257 1.02543 0.5 -0.2 0.2 0.127
H 1.81171 2.20186 -0.55375 0.0 0.1 0.9 0.132
H 0.44155 4.36024 -2.05852 -0.1 0.8 0.3 0.076
H 1.75188 3.55488 -2.66336 1.0 0.1 0.3 0.080
H 1.97663 4.62047 -1.13748 0.1 -0.1 -0.4 0.085
H -0.17610 2.37934 -2.47001 -0.5 -0.5 -0.4 0.061
H -0.34812 1.09587 -1.45350 0.0 0.3 0.4 0.070
O 7.22502 2.37104 -3.92206 0.2 0.1 0.1 -0.056
H 7.25320 2.21194 -4.86551 0.0 -0.1 -0.2 0.028
H 6.32176 2.17578 -3.67263 -0.2 -0.1 0.1 0.028
O -5.28169 2.14813 3.74321 -0.1 -0.2 0.1 -0.053
H -5.38878 3.09165 3.86372 -0.1 0.2 0.1 0.029
H -4.50873 2.06370 3.18496 0.2 -0.1 -0.2 0.024
```
Positions in Å, forces in eV/Å.


(3)
DFT (ωB97M-V/def2-TZVPD) results for a single C24H26N4O3S molecule at a distorted geometry.

* spin multiplicity: 1
* E: -1773.08612 Eh
* HOMO-LUMO gap: 0.2783 Ha
* SMILES: Cc1ccc(N2CCN(C(=O)c3nn(C)c4c3CS(=O)(=O)c3ccccc3-4)C[C@@H]2C)cc1

```
58
Properties=species:S:1:pos:R:3:forces:R:3:nbo_charge:R:1
C -3.10878 1.97277 4.36979 0.0 0.0 -0.1 -0.621
C -2.72989 0.63821 3.80315 -0.1 0.0 0.0 -0.056
C -1.54908 0.00762 4.17021 -0.1 0.0 -0.1 -0.192
C -1.18760 -1.20917 3.62851 0.1 0.0 -0.1 -0.269
C -1.99007 -1.84280 2.67534 -0.1 0.2 0.2 0.252
N -1.60427 -3.08352 2.17331 -0.1 -0.1 0.0 -0.468
C -2.50258 -3.84919 1.34552 0.0 0.0 -0.1 -0.230
C -2.41820 -3.42414 -0.13945 -0.4 0.1 0.0 -0.243
N -1.09980 -2.86906 -0.37678 -0.1 -0.1 -0.1 -0.411
C -1.01255 -1.61460 -0.87660 -0.2 -0.4 0.0 0.661
O -1.99068 -1.06210 -1.36512 0.1 0.3 -0.1 -0.639
C 0.29365 -0.92157 -0.87942 0.7 0.8 -0.2 0.037
N 1.36427 -1.25162 -0.15919 -0.2 -0.4 0.2 -0.257
N 2.30525 -0.35812 -0.41413 -0.5 0.3 -0.3 -0.115
C 3.54196 -0.43920 0.30858 0.5 -0.1 0.2 -0.413
C 1.88034 0.58250 -1.29625 -0.7 -0.6 -0.1 0.102
C 0.56449 0.25396 -1.61271 0.6 -0.5 0.4 -0.073
C -0.31556 1.06660 -2.47398 0.3 0.9 0.1 -0.674
S 0.08510 2.78673 -2.03939 -0.2 0.1 -0.1 2.179
O -0.15626 3.00862 -0.64036 0.0 -0.3 0.1 -0.928
O -0.50579 3.70164 -2.97717 0.1 -0.1 -0.3 -0.937
C 1.87248 2.80114 -2.27735 -0.4 -0.3 0.1 -0.327
C 2.47071 3.90955 -2.83423 -0.1 0.1 -0.1 -0.165
C 3.85004 3.94849 -2.97029 -0.1 0.0 0.1 -0.205
C 4.60782 2.87015 -2.54251 0.0 0.1 0.0 -0.189
C 4.00546 1.75798 -1.97978 -0.2 0.0 0.0 -0.213
C 2.61904 1.71074 -1.82796 0.3 0.2 -0.1 0.019
C -0.07462 -3.59270 0.33034 0.3 0.0 0.3 -0.248
C -0.20360 -3.30062 1.84319 0.3 -0.4 0.1 -0.037
C 0.40016 -4.43116 2.67663 0.0 0.4 -0.2 -0.617
C -3.18251 -1.21331 2.31682 0.0 -0.1 -0.1 -0.292
C -3.53884 -0.00087 2.87447 0.1 0.1 0.1 -0.173
H -4.18814 2.05501 4.48002 -0.1 0.1 0.1 0.213
H -2.64200 2.12992 5.33981 0.0 0.1 0.1 0.211
H -2.77750 2.76778 3.70057 0.0 0.1 0.0 0.221
H -0.90300 0.47047 4.90344 0.1 0.0 0.1 0.205
H -0.27625 -1.68071 3.96470 0.1 -0.1 0.0 0.204
H -3.52070 -3.74954 1.72052 0.0 -0.1 0.0 0.224
H -2.21848 -4.90211 1.44434 -0.1 0.0 0.0 0.194
H -2.58436 -4.28525 -0.79673 0.0 0.0 0.0 0.195
H -3.14514 -2.64885 -0.38748 0.1 -0.2 0.0 0.244
H 3.36086 -1.03812 1.19997 0.0 0.1 -0.1 0.237
H 4.31636 -0.92796 -0.28789 0.0 0.1 0.0 0.204
H 3.87467 0.55701 0.59740 0.0 0.0 0.0 0.222
H -0.09748 0.97152 -3.53668 0.0 0.0 -0.1 0.250
H -1.36314 0.84959 -2.27655 0.0 0.3 0.0 0.313
H 1.83989 4.72086 -3.16180 0.0 0.1 -0.1 0.247
H 4.32867 4.80873 -3.41173 0.0 0.1 0.0 0.223
H 5.68184 2.89015 -2.65381 0.1 0.0 0.0 0.219
H 4.61648 0.92033 -1.68443 0.0 -0.1 0.0 0.213
H -0.22406 -4.65841 0.12862 0.0 0.0 0.0 0.191
H 0.91000 -3.29523 -0.02201 -0.1 -0.3 0.1 0.255
H 0.34109 -2.37293 2.03994 -0.1 -0.1 -0.1 0.221
H 0.33667 -4.19166 3.73451 0.0 0.0 0.1 0.217
H 1.44350 -4.57612 2.40844 0.2 -0.1 0.0 0.206
H -0.13537 -5.36207 2.50680 -0.1 -0.1 0.0 0.203
H -3.84144 -1.64956 1.58361 0.0 -0.1 -0.1 0.209
H -4.46387 0.46524 2.56573 -0.1 0.0 0.0 0.207
```
Positions in Å, forces in eV/Å.